(1)
{"formula": "C5H9NO", "method": "ωB97M-V/def2-TZVPD", "elements": ["C", "C", "C", "C", "N", "C", "O", "H", "H", "H", "H", "H", "H", "H", "H", "H"], "xyz": [[-0.8984, 0.5501, 0.3897], [-2.3857, -0.5539, 0.0116], [1.5532, 0.8319, 0.6550], [0.1170, -0.3284, 0.0093], [2.5147, 1.0641, -0.2756], [0.4577, -1.3961, -0.6646], [1.6575, 1.1807, 1.8089], [3.3659, 1.5450, -0.0108], [2.3629, 0.8435, -1.2431], [-0.9552, 0.7375, 1.4584], [-1.0301, 1.4222, -0.2452], [1.4989, -1.6366, -0.8276], [-0.2722, -2.1372, -0.9552], [-2.4506, -0.7489, -1.0545], [-2.3338, -1.4591, 0.6078], [-3.2018, 0.0852, 0.3357]], "forces_ev_per_a": [[-6.1756, -3.2450, -0.6432], [1.7182, 2.8791, 1.0309], [-0.2762, -2.4565, -0.5881], [5.7962, 3.3388, 0.8639], [-0.1285, 0.0541, -0.1303], [-0.1308, -0.4109, 0.3451], [-0.7181, -0.1244, -0.6670], [-0.2667, 0.0086, -0.0052], [-0.0240, -0.0762, 0.0619], [0.1529, 0.2357, -0.1183], [0.1930, 0.0359, 0.1474], [0.0232, -0.0458, 0.0594], [-0.1919, 0.0218, -0.3009], [0.1809, 0.0267, 0.0118], [0.1754, 0.0470, 0.0117], [-0.3280, -0.2887, -0.0790]], "nbo_charge": [-0.443, -0.635, 0.661, 0.026, -0.851, -0.458, -0.620, 0.397, 0.398, 0.250, 0.235, 0.219, 0.211, 0.200, 0.204, 0.205], "lumo_ev": 0.8, "largest_force_ev_per_a": 7.006, "e_homo_ev": -8.34, "relative_energy_kcal_mol": 83.5, "homo_lumo_gap_ev": 9.18}

(2)
{"formula": "C5H9NO", "method": "ωB97M-V/def2-TZVPD", "elements": ["C", "C", "C", "C", "O", "C", "N", "H", "H", "H", "H", "H", "H", "H", "H", "H"], "xyz": [[1.0374, 1.1419, 0.7078], [0.1666, 0.1390, -0.0446], [1.0242, -0.8147, -0.8985], [-0.8001, -0.6034, 0.9100], [-2.0249, -0.6987, 0.1650], [-1.8829, 0.2361, -0.8034], [-0.7715, 0.8207, -0.9656], [1.6565, 1.7039, 0.0031], [1.7093, 0.6252, 1.4056], [0.4266, 1.8579, 1.2701], [1.2176, -1.7577, -0.3922], [0.5247, -1.0438, -1.8424], [1.9964, -0.3757, -1.1302], [-0.4943, -1.6102, 1.1900], [-1.0094, -0.0205, 1.8168], [-2.7760, 0.3999, -1.3913]], "forces_ev_per_a": [[0.0300, 0.0301, 0.0077], [0.1132, -0.0387, 0.2594], [0.0999, -0.0366, -0.0465], [0.1796, -0.0261, 0.1434], [0.0328, 0.0638, -0.1501], [0.0262, 0.3304, -0.1768], [-0.4108, -0.2684, 0.0751], [-0.0979, -0.0640, 0.0499], [-0.1437, 0.0645, -0.1006], [0.0776, -0.1748, -0.0943], [0.0095, -0.0639, 0.1784], [0.0176, 0.0315, 0.1216], [-0.0994, 0.0751, -0.0621], [0.0713, 0.0499, -0.0482], [0.0980, -0.0580, -0.1377], [-0.0039, 0.0852, -0.0192]], "nbo_charge": [-0.603, 0.046, -0.615, -0.091, -0.495, 0.379, -0.474, 0.221, 0.208, 0.214, 0.208, 0.226, 0.215, 0.195, 0.181, 0.186], "lumo_ev": 1.0, "largest_force_ev_per_a": 0.496, "e_homo_ev": -9.64, "relative_energy_kcal_mol": 24.1, "smiles": "CC1(C)COC=N1", "homo_lumo_gap_ev": 10.59}

(3)
{"formula": "C5H9NO", "method": "ωB97M-V/def2-TZVPD", "elements": ["C", "C", "C", "O", "C", "C", "N", "H", "H", "H", "H", "H", "H", "H", "H", "H"], "xyz": [[-1.9626, -0.2268, 0.2581], [-0.6167, 0.4455, 0.5536], [0.3817, 0.2848, -0.5593], [0.0779, 1.0132, -1.6474], [1.8556, 0.0642, -0.4604], [2.2133, -0.5959, 0.8689], [1.4663, -1.5268, 1.2097], [-1.8419, -1.3139, 0.2219], [-2.6885, 0.0176, 1.0387], [-2.3824, 0.0933, -0.7034], [-0.2078, 0.0694, 1.4898], [-0.7783, 1.5337, 0.6796], [0.6654, -1.6590, 0.4879], [-0.7390, 1.5212, -1.5080], [2.3543, 0.9902, -0.7803], [2.2028, -0.7109, -1.1494]], "forces_ev_per_a": [[-0.0216, -0.0291, -0.0065], [0.2204, 0.1230, 0.0224], [-0.4083, -0.1918, 0.5064], [-0.2656, 0.5437, -0.7419], [0.5203, 0.3365, -0.0413], [-1.3973, -0.9049, -0.3624], [0.3031, 0.4827, -0.3984], [-0.0549, 0.1271, -0.0016], [0.0728, -0.0460, -0.0975], [0.0716, -0.0515, 0.1512], [-0.1274, 0.1112, -0.0632], [0.0072, -0.1326, 0.0611], [0.8267, -0.1111, 0.8523], [0.2401, -0.2235, -0.0567], [0.1056, -0.1474, 0.3353], [-0.0926, 0.1137, -0.1593]], "nbo_charge": [-0.596, -0.507, 0.346, -0.669, -0.586, 0.299, -0.666, 0.212, 0.216, 0.197, 0.249, 0.194, 0.329, 0.478, 0.241, 0.261], "lumo_ev": [-0.5, 0.3], "largest_force_ev_per_a": 1.704, "e_homo_ev": [-7.30, -8.44], "relative_energy_kcal_mol": 116.4, "homo_lumo_gap_ev": [6.85, 8.75]}

(4)
{"formula": "C5H9NO", "method": "ωB97M-V/def2-TZVPD", "elements": ["C", "C", "N", "C", "C", "C", "O", "H", "H", "H", "H", "H", "H", "H", "H", "H"], "xyz": [[-1.3409, 0.1564, 1.3561], [-1.6310, 0.1337, -0.1157], [-1.7224, 1.2078, -0.7867], [1.3530, -0.0169, -0.8842], [1.8613, 0.8016, 0.0330], [1.2600, -1.4534, -0.5657], [1.2619, -2.3239, -1.4046], [-0.8958, 1.1138, 1.6375], [-2.2768, 0.0305, 1.9121], [-0.6749, -0.6624, 1.6515], [-1.7585, -0.8623, -0.5644], [-1.9390, 0.9980, -1.7627], [1.0815, 0.2968, -1.8898], [2.0775, 0.4391, 1.0370], [2.1010, 1.8363, -0.1750], [1.2430, -1.6952, 0.5217]], "forces_ev_per_a": [[0.0080, 0.0579, 0.0341], [-0.0261, 0.1978, -0.0039], [-0.0281, -0.4003, 0.0612], [0.2190, 0.1890, 0.1711], [-0.0271, -0.0811, -0.0761], [0.0768, -0.2344, -0.2630], [-0.2108, 0.1724, 0.3134], [-0.0932, -0.1102, -0.0448], [0.0967, -0.0239, -0.0432], [-0.1120, 0.1213, -0.0830], [-0.0616, 0.1367, 0.0071], [-0.0055, 0.0416, 0.0825], [0.2109, -0.0626, 0.1431], [0.0465, 0.0080, -0.1600], [-0.1629, 0.0049, 0.0218], [0.0695, -0.0172, -0.1605]], "nbo_charge": [-0.684, 0.140, -0.620, -0.308, -0.308, 0.390, -0.514, 0.232, 0.234, 0.213, 0.153, 0.335, 0.228, 0.194, 0.212, 0.104], "lumo_ev": 0.2, "largest_force_ev_per_a": 0.415, "e_homo_ev": -10.12, "relative_energy_kcal_mol": 55.8, "smiles": "[H]/N=C/C.C=CC=O", "homo_lumo_gap_ev": 10.35}

(5)
{"formula": "C5H9NO", "method": "ωB97M-V/def2-TZVPD", "elements": ["C", "C", "O", "C", "N", "C", "C", "H", "H", "H", "H", "H", "H", "H", "H", "H"], "xyz": [[0.7141, 0.1186, -1.6013], [-0.1944, -0.4053, -0.5041], [-1.0442, -1.3572, -1.1094], [0.4580, -0.9149, 0.8026], [-0.4018, -0.0420, 1.6599], [-0.0524, 1.3268, 1.2874], [-0.9559, 0.5719, 0.4050], [1.1329, 1.0957, -1.3438], [0.1603, 0.2045, -2.5397], [1.5424, -0.5803, -1.7595], [-1.6050, -1.7417, -0.4219], [1.5323, -0.7329, 0.9245], [0.2492, -1.9733, 0.9832], [0.9676, 1.5437, 0.9690], [-0.4890, 2.0767, 1.9420], [-2.0141, 0.8098, 0.3061]], "forces_ev_per_a": [[0.0068, 0.0236, 0.0022], [0.2152, 0.2456, 0.0245], [-0.1756, -0.1685, 0.1696], [0.2066, -0.2005, -0.0032], [-0.0193, -0.1232, 0.1810], [0.1346, 0.2145, 0.0213], [-0.2667, 0.1269, -0.2261], [-0.0388, -0.1556, -0.0052], [0.0241, 0.0530, 0.1297], [-0.1230, 0.0798, -0.0164], [0.0570, 0.0225, -0.1420], [-0.1257, -0.0047, 0.0072], [0.0207, 0.1413, -0.0117], [-0.1440, -0.0844, 0.0331], [0.0377, -0.1260, -0.1280], [0.1905, -0.0443, -0.0361]], "nbo_charge": [-0.625, 0.231, -0.706, -0.260, -0.381, -0.273, -0.126, 0.212, 0.228, 0.216, 0.468, 0.190, 0.207, 0.192, 0.217, 0.211], "lumo_ev": 1.0, "largest_force_ev_per_a": 0.372, "e_homo_ev": -9.28, "relative_energy_kcal_mol": 63.7, "smiles": "C[C@@]1(O)CN2C[C@H]21", "homo_lumo_gap_ev": 10.30}

(6)
{"formula": "C5H9NO", "method": "ωB97M-V/def2-TZVPD", "elements": ["C", "C", "N", "C", "C", "C", "H", "H", "H", "H", "H", "H", "H", "H", "H", "O"], "xyz": [[1.2273, 0.5942, 1.1809], [1.1793, 1.2898, -0.0224], [0.0265, 0.8978, -0.6416], [-0.8391, 0.2697, 0.2357], [-0.1062, 0.1767, 1.4115], [-2.2829, 0.0018, -0.0554], [2.0820, 0.1451, 1.6616], [1.8948, 1.9898, -0.4156], [-0.2886, 1.2737, -1.5209], [-0.5628, -0.3274, 2.2542], [-2.9124, 0.2256, 0.8045], [-2.4087, -1.0816, -0.1381], [-2.5823, 0.5504, -0.9442], [0.8807, -3.1766, -1.0411], [0.6571, -1.6267, -0.9016], [1.0005, -2.3254, -1.4679]], "forces_ev_per_a": [[-0.6964, 0.6157, -0.2990], [0.8569, -1.6982, 0.5466], [-1.2395, 1.3612, -0.4762], [1.1721, 1.1821, 1.0101], [-1.1496, -1.9413, -0.6369], [0.6957, -0.7511, 0.3566], [0.2129, 1.0516, 0.5834], [0.1227, -0.4257, -0.6128], [0.0148, 0.1285, 0.0324], [0.5277, -0.0242, 0.2070], [0.0649, 0.5633, -0.0700], [-0.1958, 0.0768, -0.6811], [-0.3733, -0.2210, -0.0145], [-0.1362, 0.2057, 0.2705], [-0.0513, -0.1895, 0.2894], [0.1744, 0.0661, -0.5055]], "nbo_charge": [-0.312, -0.071, -0.511, 0.102, -0.303, -0.643, 0.230, 0.217, 0.405, 0.213, 0.233, 0.225, 0.217, 0.470, 0.481, -0.953], "lumo_ev": 0.9, "largest_force_ev_per_a": 2.344, "e_homo_ev": -7.98, "relative_energy_kcal_mol": 37.2, "smiles": "Cc1ccc[nH]1.O", "homo_lumo_gap_ev": 8.86}

(7)
{"formula": "C5H9NO", "method": "ωB97M-V/def2-TZVPD", "elements": ["C", "C", "C", "N", "C", "C", "O", "H", "H", "H", "H", "H", "H", "H", "H", "H"], "xyz": [[-1.5555, 1.4473, 0.8776], [-0.9635, 0.6316, -0.3140], [0.4691, 0.5484, -1.0574], [0.6540, -0.7452, -0.3906], [1.8172, -1.5485, -0.1061], [-0.5240, -0.7080, 0.2907], [-0.9591, -1.3775, 1.1987], [-0.8418, 1.8174, 1.6221], [-2.1621, 0.7186, 1.4435], [-2.2384, 2.2614, 0.6012], [-1.7300, 0.5925, -1.0971], [0.4009, 0.4009, -2.1499], [1.2939, 1.2597, -0.8952], [1.5306, -2.2335, 0.6975], [2.1566, -2.1354, -0.9693], [2.6521, -0.9299, 0.2483]], "forces_ev_per_a": [[0.1197, 0.1172, -0.0408], [-0.0616, -0.0591, -0.0835], [-0.0336, 0.1193, 0.0239], [-0.1175, -0.0582, 0.2455], [0.0783, -0.0578, 0.0272], [0.0286, -0.0980, 0.2371], [0.1080, -0.1313, -0.4123], [0.1698, 0.0071, -0.4103], [0.1725, 0.1792, -0.3674], [0.4419, -0.1242, -0.1949], [0.0411, -0.3573, 0.2894], [-0.2728, 0.3060, 0.3430], [-0.4851, -0.0028, 0.4472], [0.0886, 0.0561, -0.1430], [-0.1322, 0.1588, 0.1152], [-0.1458, -0.0552, -0.0765]], "nbo_charge": [-0.618, -0.312, -0.194, -0.431, -0.419, 0.684, -0.612, 0.215, 0.243, 0.213, 0.223, 0.186, 0.194, 0.236, 0.199, 0.195], "lumo_ev": 0.9, "largest_force_ev_per_a": 0.660, "e_homo_ev": -9.34, "relative_energy_kcal_mol": 34.1, "smiles": "C[C@H]1CN(C)C1=O", "homo_lumo_gap_ev": 10.22}